(1)
Molecular formula: C16H27NO2PSr
Method: DFT, the ωB97M-V functional and the def2-TZVPD basis

As for the spin multiplicity: 1. The value obtained for the molecular weight is 383.99 g/mol. For the LUMO energy, the calculation gives 2.40 eV. For the frontier orbital gap, the calculation gives 3.239 eV. The charge is -1. Its total energy is -32738.43978 eV. Its HOMO energy is -0.84 eV. Its energy above the lowest of the compared OMol25 structures with the same formula, charge and spin is 49.8 kJ/mol.

Last column: Mulliken charge in e.
Geometry (Å):
1 Sr 0.06328 1.40572 -0.82477  0.695
2 N 2.81818 1.04825 -0.34251  -0.268
3 C 2.71066 1.23401 -1.80361  -1.480
4 C 1.95802 0.04936 -2.42607  0.187
5 C 0.98758 0.48826 -3.55985  0.638
6 O 1.55866 0.77045 -4.61837  -0.772
7 O -0.24761 0.54000 -3.28459  -0.672
8 H 3.46568 1.71455 0.06118  0.188
9 H 3.17749 0.11470 -0.17355  0.167
10 H 3.66892 1.35695 -2.31267  0.368
11 H 2.19001 2.18933 -1.98161  0.480
12 H 1.44733 -0.53411 -1.64877  0.059
13 H 2.67731 -0.63574 -2.87436  0.416
14 C -1.27374 -3.18154 1.87228  -1.392
15 P -1.01853 -1.73337 0.76459  0.789
16 C -2.73173 -1.48484 0.16508  -1.186
17 C -0.23638 -2.55734 -0.67552  0.383
18 C 0.91033 -3.33453 -0.48169  -0.637
19 C 1.60125 -3.86394 -1.55647  -0.642
20 C 1.17182 -3.61138 -2.85529  -0.494
21 C 0.04818 -2.83057 -3.06207  -0.463
22 C -0.65492 -2.31459 -1.98164  0.001
23 H -0.32318 -3.50934 2.29144  0.392
24 H -1.74442 -4.01689 1.35125  0.364
25 H -1.90795 -2.86638 2.70191  0.418
26 H -3.08852 -2.31608 -0.44680  0.447
27 H -2.80770 -0.54582 -0.38591  0.218
28 H -3.37324 -1.37571 1.04062  0.465
29 H 1.27657 -3.51535 0.52321  0.235
30 H 2.48602 -4.46497 -1.38333  0.370
31 H 1.72363 -4.00634 -3.69887  0.369
32 H -0.27485 -2.58794 -4.06604  0.370
33 H -1.50956 -1.68123 -2.18013  0.111
34 C -0.11145 4.19516 2.63037  -1.755
35 C -0.97756 2.98570 2.23145  2.348
36 C -0.32724 1.74397 2.84700  -1.454
37 C -2.36650 3.15292 2.87978  -1.827
38 C -1.05786 2.87408 0.71203  -1.422
39 H -0.05040 4.35532 3.71949  0.369
40 H -0.50292 5.10095 2.16390  0.434
41 H 0.89300 4.02022 2.23233  0.269
42 H -0.18774 1.84688 3.93079  0.433
43 H 0.65990 1.57429 2.39865  0.265
44 H -0.93939 0.85818 2.66011  0.036
45 H -2.32276 3.12491 3.97932  0.374
46 H -3.02966 2.35784 2.53421  0.330
47 H -2.80710 4.10780 2.58138  0.429
48 H -1.62089 3.75818 0.35212  0.050



(2)
Molecular formula: C4H20O6
Method: DFT, the ωB97M-V functional and the def2-TZVPD basis

As for the spin multiplicity: 1. The value obtained for the molecular weight is 164.20 g/mol. For the LUMO energy, the calculation gives 0.37 eV. For the frontier orbital gap, the calculation gives 10.371 eV. Its total energy is -16755.92530 eV. Its HOMO energy is -10.01 eV. Its energy above the lowest of the compared OMol25 structures with the same formula, charge and spin is 127.7 kJ/mol.

Last column: natural (NBO) charge in e.
Geometry (Å):
1 C -0.95561 6.10909 1.20428  -0.621
2 C -1.91292 4.90461 1.27609  -0.069
3 O -3.11213 5.55490 1.66228  -0.724
4 H -0.04996 5.87508 0.64469  0.203
5 H -0.63466 6.41190 2.20098  0.209
6 H -1.42738 6.95278 0.70057  0.220
7 H -1.70594 4.12435 2.00852  0.168
8 H -1.96500 4.50904 0.26174  0.155
9 H -3.83492 4.96934 1.42503  0.460
10 C 1.70408 -3.62151 -4.40712  -0.631
11 C 2.95910 -3.43151 -3.60106  -0.067
12 O 2.60052 -2.32240 -2.74964  -0.727
13 H 2.12206 -4.17194 -5.24998  0.200
14 H 1.22756 -2.69635 -4.73131  0.223
15 H 0.94999 -4.24343 -3.92477  0.199
16 H 3.76486 -3.10019 -4.25610  0.177
17 H 3.22584 -4.31579 -3.02227  0.167
18 H 1.99754 -2.68276 -2.09531  0.459
19 O -4.51383 -0.43825 0.02165  -0.937
20 H -4.71366 0.38886 0.46004  0.468
21 H -4.75903 -0.29105 -0.89183  0.469
22 O -1.12207 -5.58967 4.42538  -0.937
23 H -1.94803 -6.03238 4.62042  0.469
24 H -0.55639 -6.27925 4.07795  0.469
25 O 4.94175 2.03992 1.33518  -0.936
26 H 4.28126 1.43423 0.99887  0.470
27 H 5.71612 1.49562 1.47774  0.466
28 O -0.44658 -1.64311 1.93648  -0.943
29 H -1.32341 -1.61891 1.55332  0.471
30 H -0.50907 -2.29129 2.63806  0.471



(3)
Molecular formula: C4H7N3
Method: DFT, the ωB97M-V functional and the def2-TZVPD basis

As for the spin multiplicity: 1. The value obtained for the molecular weight is 97.12 g/mol. For the LUMO energy, the calculation gives 0.98 eV. For the frontier orbital gap, the calculation gives 8.613 eV. Its total energy is -8728.27946 eV. Its HOMO energy is -7.64 eV. Its energy above the lowest of the compared OMol25 structures with the same formula, charge and spin is 328.0 kJ/mol.

Last column: natural (NBO) charge in e.
Geometry (Å):
1 C -1.14955 -1.28807 -1.07565  -0.350
2 N -0.37047 0.85109 -1.53085  -0.826
3 C 0.20394 0.63321 -0.39649  0.380
4 N 0.01462 -0.64345 0.05411  -0.271
5 N 0.29581 -0.60587 1.48047  -0.417
6 C 0.94630 0.60799 1.72535  0.013
7 C 0.90015 1.40097 0.63527  -0.362
8 H -2.09920 -0.72689 -1.09668  0.222
9 H -0.81610 -1.31344 -2.13815  0.244
10 H -1.24108 -2.28741 -0.70098  0.175
11 H 0.06493 1.52965 -2.12001  0.349
12 H 0.72062 -1.43428 1.88828  0.389
13 H 1.36551 0.82825 2.71421  0.222
14 H 1.16454 2.44825 0.56113  0.233



(4)
Molecular formula: C21H28FN5O3S
Method: DFT, the ωB97M-V functional and the def2-TZVPD basis

As for the spin multiplicity: 1. The value obtained for the molecular weight is 449.55 g/mol. For the LUMO energy, the calculation gives 0.51 eV. For the frontier orbital gap, the calculation gives 8.483 eV. Its total energy is -49377.32357 eV. Its HOMO energy is -7.97 eV. Its energy above the lowest of the compared OMol25 structures with the same formula, charge and spin is 246.3 kJ/mol.

Last column: natural (NBO) charge in e.
Geometry (Å):
1 C -3.29897 0.41460 -6.92264  -0.251
2 H -3.15945 1.48746 -7.04755  0.201
3 O -3.39120 0.20472 -5.53446  -0.519
4 C -3.56875 -1.06982 -5.07409  0.354
5 C -3.66802 -2.18684 -5.89668  -0.293
6 C -3.84034 -3.44925 -5.35433  -0.270
7 C -3.91052 -3.58339 -3.98294  0.371
8 C -3.81766 -2.48876 -3.14473  -0.248
9 C -3.64773 -1.22443 -3.68145  -0.082
10 C -3.54885 -0.03603 -2.76118  -0.250
11 N -2.64670 -0.32476 -1.65792  -0.443
12 C -1.26262 -0.49380 -2.05766  -0.244
13 H -1.22271 -1.15157 -2.92767  0.208
14 C -0.57340 0.84830 -2.36767  -0.234
15 N -0.66380 1.70363 -1.20520  -0.440
16 C 0.29164 1.92752 -0.27552  0.702
17 O 0.05738 2.57380 0.73207  -0.657
18 C 1.69730 1.39128 -0.53709  -0.487
19 H 2.27528 2.15043 -1.06647  0.235
20 C 2.33596 1.08986 0.81633  -0.517
21 C 1.55244 0.00523 1.49603  0.721
22 O 0.65237 -0.62273 0.98944  -0.603
23 N 1.89920 -0.28301 2.80481  -0.628
24 C 2.88403 0.25061 3.57465  0.246
25 N 3.79648 1.07984 3.20255  -0.324
26 N 4.63305 1.42276 4.17288  -0.257
27 C 4.40773 0.88007 5.30699  0.090
28 C 5.18098 1.11685 6.55489  -0.275
29 C 6.47549 1.86205 6.24232  -0.593
30 H 6.25063 2.82404 5.79141  0.221
31 H 7.08261 1.29366 5.54350  0.220
32 H 7.04216 2.02000 7.15641  0.208
33 C 4.31585 1.90282 7.54627  -0.592
34 H 4.04994 2.86973 7.12506  0.214
35 H 3.40213 1.35869 7.77667  0.209
36 H 4.86563 2.06458 8.46980  0.213
37 H 5.41731 0.14170 6.99789  0.214
38 S 3.01056 -0.20492 5.27868  0.284
39 H 1.30899 -0.97850 3.24702  0.419
40 H 2.31206 1.97898 1.44860  0.275
41 H 3.37746 0.78159 0.71915  0.253
42 H 1.67284 0.47661 -1.12434  0.220
43 C -2.04777 1.95537 -0.84269  -0.250
44 C -2.73117 0.60907 -0.55237  -0.224
45 H -3.77972 0.76580 -0.29255  0.200
46 H -2.22209 0.14720 0.29928  0.212
47 H -2.05524 2.58824 0.04477  0.251
48 H -2.54452 2.47750 -1.66634  0.187
49 H 0.45906 0.69395 -2.67126  0.214
50 H -1.09101 1.35023 -3.19328  0.195
51 H -0.73709 -0.96864 -1.22364  0.223
52 H -3.26515 0.84579 -3.35157  0.193
53 H -4.53780 0.15443 -2.33121  0.213
54 H -3.86246 -2.60950 -2.07486  0.244
55 F -4.07712 -4.81389 -3.44802  -0.328
56 H -3.91764 -4.31737 -5.98905  0.228
57 H -3.61109 -2.08999 -6.96872  0.218
58 H -2.44259 -0.11320 -7.35444  0.175
59 H -4.21479 0.10860 -7.43777  0.177



Copy entry 3 word for word.
Molecular formula: C4H7N3
Method: DFT, the ωB97M-V functional and the def2-TZVPD basis

As for the spin multiplicity: 1. The value obtained for the molecular weight is 97.12 g/mol. For the LUMO energy, the calculation gives 0.98 eV. For the frontier orbital gap, the calculation gives 8.613 eV. Its total energy is -8728.27946 eV. Its HOMO energy is -7.64 eV. Its energy above the lowest of the compared OMol25 structures with the same formula, charge and spin is 328.0 kJ/mol.

Last column: natural (NBO) charge in e.
Geometry (Å):
1 C -1.14955 -1.28807 -1.07565  -0.350
2 N -0.37047 0.85109 -1.53085  -0.826
3 C 0.20394 0.63321 -0.39649  0.380
4 N 0.01462 -0.64345 0.05411  -0.271
5 N 0.29581 -0.60587 1.48047  -0.417
6 C 0.94630 0.60799 1.72535  0.013
7 C 0.90015 1.40097 0.63527  -0.362
8 H -2.09920 -0.72689 -1.09668  0.222
9 H -0.81610 -1.31344 -2.13815  0.244
10 H -1.24108 -2.28741 -0.70098  0.175
11 H 0.06493 1.52965 -2.12001  0.349
12 H 0.72062 -1.43428 1.88828  0.389
13 H 1.36551 0.82825 2.71421  0.222
14 H 1.16454 2.44825 0.56113  0.233



> Number 2 is which compound?

C4H20O6